1.
C22H22AgN3O7S2 | wB97M-V/def2-TZVPD

Element x y z (Å)
Ag (0.4254, 0.0126, 0.2258)
S (-3.2618, -3.5385, -5.2516)
S (1.9754, -2.4184, -0.0709)
O (-1.9778, -3.8242, -5.8864)
O (1.0656, -2.1385, 1.0935)
O (-0.9544, 4.8576, 2.6885)
O (-4.0071, -2.4494, -5.8773)
O (2.8763, 0.0049, 0.0337)
O (-4.0732, -4.7278, -4.9913)
O (-1.2778, 1.4898, 0.2208)
N (0.0939, 2.9110, 1.4374)
N (-1.8589, -1.7694, 0.3088)
N (1.1715, 2.1147, 1.1564)
C (-3.5323, 2.7403, 1.1921)
C (-1.2314, -2.1270, -2.0120)
C (6.0088, 2.3369, 1.4300)
C (-3.5021, -2.5026, -1.3366)
C (-1.5486, -2.5324, -3.3000)
C (-3.8159, -2.8956, -2.6292)
C (-2.1456, 4.3701, 2.3108)
C (-3.3025, 5.0355, 2.7217)
C (-2.8382, -2.9317, -3.6093)
C (3.6066, 2.0501, 1.0702)
C (1.4315, -4.1130, -0.5657)
C (-4.5524, 4.5483, 2.3825)
C (-1.0781, 2.4535, 1.0058)
C (2.3083, 2.6869, 1.2130)
C (-4.6765, 3.3908, 1.6237)
C (3.8184, 0.7598, 0.4821)
C (4.7062, 2.7939, 1.5087)
C (6.2347, 1.0954, 0.8399)
C (-2.2639, 3.2119, 1.5168)
C (3.4901, -3.0203, 0.7286)
C (-2.1981, -2.1323, -1.0035)
C (5.1773, 0.3480, 0.3670)
H (2.1522, -4.5409, -1.2648)
H (-0.8024, -2.5540, -4.0842)
H (3.1928, -3.7386, 1.4910)
H (5.3674, -0.5953, -0.1317)
H (3.9722, -2.1566, 1.1770)
H (7.2471, 0.7189, 0.7352)
H (-4.2685, -2.4972, -0.5676)
H (-5.4384, 5.0793, 2.7136)
H (-3.5821, 1.8468, 0.5833)
H (4.5101, 3.7713, 1.9407)
H (-0.2686, 4.2123, 2.2938)
H (-4.8190, -3.2088, -2.8903)
H (4.1383, -3.4794, -0.0179)
H (-3.1957, 5.9370, 3.3132)
H (-5.6552, 3.0044, 1.3672)
H (-0.2243, -1.7986, -1.7708)
H (2.3390, 3.7634, 1.4185)
H (6.8328, 2.9348, 1.8003)
H (0.4683, -3.9969, -1.0621)
H (1.3218, -4.7457, 0.3152)
H (-2.6039, -1.9082, 0.9718)
H (-0.9776, -2.1389, 0.6445)

Its total energy is -67645.2563 eV. The charge is -2. For the energy above the lowest of the compared OMol25 structures with the same formula, charge and spin, the calculation gives 12.8 kcal/mol. For the molar mass, the calculation gives 612.4 g mol⁻¹.


2.
C22H22AuBr3N7O7 | wB97M-V/def2-TZVPD

Element x y z (Å)
Au (0.5599, -1.2209, 0.2280)
Br (0.2949, -2.0753, 6.7768)
Br (-3.4614, -6.6907, 1.6697)
Br (2.7388, -2.3378, -0.3173)
O (-3.8386, 5.6106, 0.6245)
O (1.0272, 2.6133, 2.7713)
O (-4.9337, 4.1458, -0.5308)
O (0.0823, 0.7797, 1.0865)
O (0.4976, 4.6313, 2.2364)
O (-2.9105, -0.2175, -1.3167)
O (-1.8704, -0.9833, 0.4025)
N (-3.9863, 4.4999, 0.1497)
N (0.3506, -0.7349, -1.6733)
N (-2.3241, -0.0416, -0.2737)
N (-0.3017, -3.5279, 0.5378)
N (0.6562, -1.6584, 2.2161)
N (2.1223, 0.6038, -2.4316)
N (0.3141, 3.4258, 2.2027)
C (1.1525, -0.8407, 4.3869)
C (0.8943, -0.7738, -4.0207)
C (2.8880, 1.1627, -3.5766)
C (-0.0491, -2.6987, 2.7324)
C (2.1896, 2.3178, -4.2930)
C (-2.9339, 3.5021, 0.4167)
C (2.0593, 2.5448, -0.8549)
C (-0.8397, 2.9409, 1.4072)
C (-1.7181, -5.3304, -0.0975)
C (-3.0847, 2.2295, -0.0521)
C (-0.7815, -4.3507, -0.3872)
C (-0.9000, 1.5838, 0.9391)
C (1.1470, -0.2564, -2.6266)
C (2.5229, 1.1132, -1.1028)
C (1.2404, -0.7541, 3.0155)
C (-1.6491, -4.5865, 2.1807)
C (-0.7060, -3.6521, 1.7910)
C (-2.1629, -5.4254, 1.2084)
C (-2.1102, 1.2930, 0.2311)
C (0.4547, -1.9034, 4.9252)
C (-0.1358, -2.8456, 4.0996)
C (-1.8183, 3.8632, 1.1516)
H (3.1194, 0.3667, -4.2776)
H (2.7423, 2.5727, -5.1987)
H (0.7286, 0.0196, -4.7435)
H (2.5628, 3.2567, -1.5108)
H (1.7683, -1.3475, -4.3359)
H (-2.0920, -5.9930, -0.8655)
H (0.0338, -1.4349, -4.0319)
H (-1.9954, -4.6618, 3.2039)
H (1.7620, 0.0639, 2.5400)
H (1.1687, 2.0627, -4.5806)
H (-1.7158, 4.8689, 1.5266)
H (-0.3898, -4.2327, -1.3928)
H (2.1420, 3.2070, -3.6651)
H (-0.6498, -3.6913, 4.5315)
H (-0.3609, -1.3496, -2.0435)
H (-3.9645, 1.9554, -0.6141)
H (3.6072, 1.0458, -1.0477)
H (0.9807, 2.6366, -1.0047)
H (2.2936, 2.8164, 0.1761)
H (1.6177, -0.0884, 5.0081)
H (3.8341, 1.5067, -3.1691)
H (2.1303, 0.4653, -0.3371)

Its total energy is -261739.7172 eV. The charge is +1. For the energy above the lowest of the compared OMol25 structures with the same formula, charge and spin, the calculation gives 6.6 kcal/mol. For the molar mass, the calculation gives 933.1 g mol⁻¹.


3.
C22H22AuBrN7O11 | wB97M-V/def2-TZVPD

Element x y z (Å)
Au (0.1749, -0.1021, -0.3601)
Br (-4.8943, -4.7507, 3.0867)
O (-0.6586, -2.4156, -4.0336)
O (-0.5893, 1.7088, -0.6046)
O (-0.4580, -0.1039, 2.9999)
O (-0.5429, -0.5775, -2.2122)
O (3.8529, -1.9590, 4.9005)
O (-2.6420, -2.8785, -4.7265)
O (-5.7859, 0.6030, -5.3768)
O (4.1842, -4.3700, 2.2528)
O (-1.3046, -1.0968, 1.1520)
O (-5.7547, 2.3381, -4.0861)
O (-2.2448, 3.0796, -0.9939)
N (-3.8492, -1.3351, 5.1049)
N (-1.8456, -2.1471, -4.1678)
N (1.1019, -1.9292, -0.2023)
N (2.5928, -3.3203, 3.5017)
N (1.1951, 0.9117, 1.4336)
N (2.7784, 2.9397, 3.2271)
N (-5.2969, 1.2873, -4.4963)
C (-4.4498, -2.4504, 4.7080)
C (-3.5228, -0.4012, -4.2765)
C (1.7892, -3.9591, -1.1978)
C (-1.7129, 2.0232, -1.2341)
C (2.3385, -3.4815, 1.0885)
C (-2.4097, -1.4544, 3.2091)
C (1.4268, 3.1371, 2.5715)
C (-1.6659, -0.0939, -2.6946)
C (-2.2739, 1.1185, -2.3003)
C (1.3041, 2.3665, 1.2661)
C (-1.2976, -0.8247, 2.4000)
C (-3.4365, 1.5557, -2.9021)
C (-4.0506, -3.1335, 3.5633)
C (-2.3542, -0.8441, -3.7005)
C (1.1430, -2.7365, -1.2691)
C (3.1301, -3.7793, 2.3337)
C (3.3522, -3.2830, 4.7178)
C (-4.0537, 0.8046, -3.8779)
C (-3.0326, -2.6162, 2.7884)
C (2.4183, -4.3235, -0.0195)
C (-2.8414, -0.8507, 4.3862)
C (1.6549, -2.2963, 0.9575)
H (1.3095, 4.2016, 2.3855)
H (-3.8640, 2.4973, -2.5922)
H (2.1391, 2.5959, 0.5954)
H (-2.7312, -3.0992, 1.8679)
H (2.0658, 0.4668, 1.7027)
H (0.6682, 2.8130, 3.2812)
H (1.7021, -2.8539, 3.4990)
H (2.9014, 3.5657, 4.0206)
H (4.1602, -4.0010, 4.6173)
H (-5.2721, -2.8133, 5.3150)
H (1.5378, -1.6070, 1.7840)
H (2.7050, -3.5567, 5.5481)
H (0.4034, 2.7198, 0.7676)
H (1.8058, -4.5947, -2.0719)
H (2.8884, 1.9834, 3.5592)
H (0.6633, -2.3863, -2.1792)
H (-4.0113, -0.9924, -5.0349)
H (3.5226, 3.1306, 2.5594)
H (0.4240, 0.6048, 2.0898)
H (2.9726, -5.2498, 0.0678)
H (4.6901, -2.0089, 5.3724)
H (-2.3574, 0.0490, 4.7490)

Its total energy is -129845.8507 eV. The charge is +1. For the energy above the lowest of the compared OMol25 structures with the same formula, charge and spin, the calculation gives 40.7 kcal/mol. For the molar mass, the calculation gives 837.3 g mol⁻¹.


4.
C22H22CaClGeN3O8 | wB97M-V/def2-TZVPD

Element x y z (Å)
Ge (3.3680, 1.0291, -2.9805)
Ca (-0.8505, 0.2318, -0.1547)
Cl (-5.6745, -3.4235, 1.3499)
O (-5.6807, -1.3796, -2.6437)
O (0.9818, -0.9207, -0.1383)
O (-1.0716, 4.0427, 2.3973)
O (-4.3183, 1.1992, -1.6708)
O (-7.1221, -1.8220, -1.0213)
O (-1.5897, 2.0637, 1.5661)
O (3.2252, -0.7714, -0.4557)
O (-2.1406, 0.6332, -1.8635)
N (-3.3909, -2.0211, 1.1706)
N (-2.7829, -1.0502, 0.4497)
N (0.8633, 1.7266, 0.5320)
C (-2.6517, -3.9406, 2.5115)
C (-3.3580, 0.4896, -1.4734)
C (5.0416, 0.0993, -2.6545)
C (-1.9335, -4.4214, 3.5966)
C (-1.2511, -3.5521, 4.4324)
C (2.0412, 1.1789, 0.2611)
C (2.9977, 0.9939, -4.8935)
C (-4.7913, -1.5014, -0.4695)
C (1.9619, -0.1262, -0.6257)
C (-1.2852, -2.1866, 4.1904)
C (3.5607, 2.9002, -2.4485)
C (-2.0102, -1.6848, 3.1215)
C (1.7675, 0.2528, -2.1165)
C (3.0572, 2.6906, 1.8091)
C (-5.8860, -1.5125, -1.4777)
C (1.7997, 3.2095, 2.1167)
C (-0.7481, 2.9010, 1.7910)
C (-2.6870, -2.5710, 2.2946)
C (-4.5978, -2.3031, 0.6372)
C (0.7130, 2.6684, 1.4535)
C (-3.6125, -0.7343, -0.5478)
C (3.1860, 1.6564, 0.9010)
H (1.6917, 3.9608, 2.8887)
H (-2.0718, -0.6231, 2.9358)
H (3.7709, 1.5236, -5.4500)
H (4.3402, 3.3721, -3.0481)
H (-7.1103, -1.9057, -0.0643)
H (2.0383, 1.4586, -5.1200)
H (3.8315, 3.0152, -1.3995)
H (1.4764, -0.6645, -2.6335)
H (-0.6876, -3.9374, 5.2703)
H (2.9590, -1.6824, -0.2840)
H (2.9646, -0.0342, -5.2555)
H (0.9584, 0.9814, -2.2556)
H (2.6306, 3.4461, -2.6154)
H (3.9280, 3.0741, 2.3239)
H (-1.8939, -5.4869, 3.7768)
H (-0.3089, 4.6313, 2.4169)
H (4.1408, 1.1938, 0.7000)
H (-3.1441, -4.6168, 1.8360)
H (4.9441, -0.9614, -2.8797)
H (5.8058, 0.5254, -3.3068)
H (5.3579, 0.1879, -1.6191)
H (-0.7522, -1.5024, 4.8365)

Its total energy is -131502.4518 eV. For the molar mass, the calculation gives 604.6 g mol⁻¹.


Frontier orbital gap list, top to bottom, in Ha: 0.235 0.245 0.231 0.298